1.
Formula: C8H8NO
Source: the OMol25 dataset
Level of theory: ωB97M-V/def2-TZVPD

XYZ file:
```
18
Properties=species:S:1:pos:R:3
C 1.4364 -0.8363 0.6565
C 2.7675 -0.7320 0.6692
C 2.0282 0.7824 -0.7345
C -2.5299 -0.6258 -0.2608
C -2.4099 0.4500 0.7029
C -1.3857 -0.6849 -0.9405
C -1.2038 1.0212 0.6374
C -0.4915 0.4481 -0.5460
N 0.9938 0.1179 -0.2278
O 3.0774 0.2409 -0.2346
H 0.8316 -1.3769 1.2488
H 3.5628 -1.1005 1.3095
H 2.0709 1.3898 -1.5351
H -3.2784 -1.3535 -0.2014
H -3.0043 0.5025 1.5589
H -1.1586 -1.3237 -1.7635
H -0.7527 1.8577 1.1354
H -0.5539 1.2231 -1.4743
```

The HOMO-LUMO gap is 9.0 eV. Its SMILES is C1=CC([n+]2ccoc2)C=C1. The energy above the lowest of the compared OMol25 structures with the same formula, charge and spin comes out at 5.1 kcal/mol. The charge is +1. As for the multiplicity: 1.

---

2.
Formula: C13H13ClN4O3
Source: the OMol25 dataset
Level of theory: ωB97M-V/def2-TZVPD

XYZ file:
```
34
Properties=species:S:1:pos:R:3
C 1.0676 -3.8489 0.9716
C 1.3597 -2.4464 0.5376
C 2.6011 -1.8471 0.8646
N 2.9439 -0.6401 0.5275
C 1.9994 0.0239 -0.1994
C 2.2785 1.3369 -0.6443
O 3.5159 1.8729 -0.3135
N 3.3712 3.2030 0.2114
O 4.3401 3.5302 0.7487
C 1.3697 2.0599 -1.3630
C 0.1209 1.4915 -1.6716
Cl -1.0253 2.4161 -2.5730
C -0.2177 0.2185 -1.2554
C -1.5623 -0.3878 -1.5683
C -2.7810 0.2393 -0.8849
O -3.7357 0.4861 -1.5708
N -2.8467 0.5144 0.4927
C -2.9116 1.9422 0.7821
C -1.8791 -0.1675 1.3427
C 0.7505 -0.5320 -0.5216
N 0.4411 -1.8026 -0.1277
H 0.8262 -4.4408 0.0933
H 1.9104 -4.2872 1.4902
H 0.1748 -3.8483 1.5913
H 3.3095 -2.4253 1.4431
H 1.5643 3.0610 -1.7042
H -1.7533 -0.2469 -2.6256
H -1.5731 -1.4601 -1.3998
H -3.5541 2.4302 0.0596
H -3.3317 2.0976 1.7731
H -1.9075 2.3825 0.7604
H -0.9099 0.3423 1.2993
H -2.2112 -0.0652 2.3722
H -1.7447 -1.2022 1.0618
```

The HOMO-LUMO gap is 8.2 eV. Its SMILES is Cc1cnc2c(ON=O)cc(Cl)c(CC(=O)N(C)C)c2n1. As for the multiplicity: 1.

---

3.
Formula: C4H12ClNSi
Source: the OMol25 dataset
Level of theory: ωB97M-V/def2-TZVPD

XYZ file:
```
19
Properties=species:S:1:pos:R:3
C 0.6928 1.2846 1.4841
C 0.7890 1.5746 -1.0194
C -0.0452 -2.0906 1.0893
C -1.2858 -1.0424 -1.6903
N 0.6254 0.7218 0.1293
Si -0.1312 -0.7759 -0.2324
Cl -3.5456 0.4312 -0.1838
H 0.6514 0.5613 2.3058
H 1.6548 1.7894 1.4790
H -0.2204 1.7871 1.8117
H 0.8374 1.1771 -2.0347
H 0.0319 2.4580 -0.8764
H 1.8810 2.1210 -0.8318
H 0.9342 -2.3032 1.7042
H -0.6570 -1.8850 1.9597
H -0.3674 -3.0043 0.7879
H -2.4280 -0.8157 -1.2492
H -1.0882 -0.4265 -2.4544
H -1.4202 -2.0280 -1.9847
```

The HOMO-LUMO gap is 6.9 eV. The energy above the lowest of the compared OMol25 structures with the same formula, charge and spin comes out at 108.3 kcal/mol. As for the multiplicity: 1.

---

4.
Formula: C39H56As2MnN3OPS4
Source: the OMol25 dataset
Level of theory: ωB97M-V/def2-TZVPD

XYZ file:
```
107
Properties=species:S:1:pos:R:3
Mn 0.0870 1.4054 0.7753
O -2.3721 4.3654 2.4030
C -1.7112 3.3394 2.1284
N -0.7191 3.2105 1.2834
C -0.1871 4.3922 0.6915
C 0.6818 3.9979 -0.4679
C 1.1634 4.9521 -1.3595
C 1.9237 4.5727 -2.4465
C 2.1709 3.2195 -2.6189
C 1.6647 2.3320 -1.6904
N 0.9430 2.6832 -0.6164
C -1.9864 2.0354 2.8287
C -2.9423 1.9915 3.8278
C -3.0332 0.8699 4.6325
C -2.1241 -0.1494 4.4287
C -1.2295 -0.0406 3.3757
N -1.1811 0.9946 2.5346
H 0.4240 4.9515 1.4161
H -0.9650 5.0913 0.3525
H 0.9188 5.9925 -1.1831
H 2.3034 5.3072 -3.1462
H 2.7495 2.8473 -3.4547
H 1.8255 1.2711 -1.7939
H -3.5368 2.8816 3.9833
H -3.7449 0.8250 5.4483
H -2.0497 -0.9963 5.0965
H -0.4973 -0.8141 3.2241
S -0.1986 2.5530 5.9596
As 1.2073 0.9964 5.9308
S 1.7744 2.1136 2.4823
S 2.1305 0.6178 3.8498
S 0.6735 -0.9651 6.5850
C -3.1054 2.7970 -0.5091
As -1.8515 1.2929 -0.6906
C -1.8124 1.4862 -2.6659
C -3.2271 -0.1687 -0.5564
C -4.4118 -0.0518 -1.4489
C -4.3909 -0.5898 -2.7372
C -5.4750 -0.4566 -3.5922
C -6.6148 0.2195 -3.1774
C -6.6541 0.7543 -1.8973
C -5.5675 0.6182 -1.0451
H -3.5147 2.8925 0.4945
H -3.9095 2.7023 -1.2387
H -2.5405 3.7067 -0.7179
H -1.5968 0.5557 -3.1866
H -1.0263 2.2086 -2.8991
H -2.7684 1.8721 -3.0189
H -3.5127 -0.1587 0.4977
H -2.6983 -1.1021 -0.7422
H -3.5028 -1.1184 -3.0684
H -5.4298 -0.8833 -4.5877
H -7.4626 0.3259 -3.8430
H -7.5372 1.2836 -1.5585
H -5.6039 1.0435 -0.0484
C 1.5345 -2.5759 -3.9514
C 2.5362 -1.4417 -3.7570
C 2.7489 -1.1454 -2.2577
C 1.4787 -1.4252 -1.4247
C 0.2749 -1.1139 -2.3095
C 0.1491 -2.1295 -3.4538
P 1.3053 -0.5963 0.2780
C 3.0866 -0.5824 0.8550
C 3.9705 -1.8436 0.7772
C 5.4595 -1.5034 0.9762
C 5.6094 -0.3441 1.9548
C 5.0384 0.9387 1.3314
C 3.8837 0.6343 0.3610
C 0.6310 -2.0968 1.1950
C 1.2121 -3.5259 0.9831
C 0.1925 -4.5148 0.4155
C -1.0314 -4.6529 1.3267
C -1.4805 -3.2798 1.8716
C -0.8932 -2.1517 1.0303
H 1.8740 -3.4478 -3.3826
H 1.4861 -2.8873 -4.9986
H 2.1548 -0.5488 -4.2655
H 3.4948 -1.6771 -4.2274
H 3.0812 -0.1130 -2.1520
H 3.5726 -1.7567 -1.8839
H 1.4720 -2.5008 -1.2212
H 0.4102 -0.1065 -2.7105
H -0.6468 -1.0739 -1.7331
H -0.4161 -1.6825 -4.2798
H -0.4239 -2.9999 -3.1178
H 2.9178 -0.3965 1.9158
H 3.8532 -2.3766 -0.1714
H 3.6679 -2.5350 1.5659
H 5.9122 -1.2219 0.0170
H 5.9956 -2.3918 1.3242
H 6.6553 -0.2004 2.2411
H 5.0620 -0.5783 2.8724
H 5.8304 1.4725 0.7918
H 4.6650 1.5998 2.1155
H 4.2869 0.4410 -0.6414
H 3.2338 1.5032 0.3096
H 0.8451 -1.8122 2.2298
H 1.5554 -3.9074 1.9509
H 2.0884 -3.5233 0.3407
H 0.6649 -5.4909 0.2689
H -0.1234 -4.1794 -0.5778
H -0.7916 -5.3250 2.1560
H -1.8471 -5.1255 0.7704
H -1.1415 -3.1503 2.9039
H -2.5717 -3.2144 1.8959
H -1.3240 -1.1883 1.2887
H -1.1485 -2.3284 -0.0203
```

The HOMO-LUMO gap (alpha / beta) is 4.6 / 4.8 eV. The energy above the lowest of the compared OMol25 structures with the same formula, charge and spin comes out at 39.9 kcal/mol. The charge is -2. As for the multiplicity: 2.

---

| no. | energy (Eh) |
| --- | --- |
| 1 | -439.29543 |
| 2 | -1408.03552 |
| 3 | -963.95754 |
| 4 | -9315.96052 |